{
  "formula": "C28H91N7O14",
  "method": "ωB97M-V with the def2-TZVPD basis set",
  "gap_ev": 8.357,
  "multiplicity": 1,
  "relative_energy_ev": 1.690,
  "total_energy_ha": -2557.906194,
  "largest_force_ev_per_a": 2.359,
  "species": ["C", "H", "H", "H", "O", "N", "H", "H", "H", "H", "C", "C", "C", "H", "H", "O", "C", "H", "H", "O", "C", "H", "H", "H", "H", "H", "H", "N", "H", "C", "H", "O", "N", "H", "H", "C", "H", "H", "H", "H", "H", "C", "C", "H", "H", "C", "H", "O", "H", "H", "H", "H", "C", "H", "H", "H", "H", "H", "H", "C", "O", "C", "H", "H", "C", "H", "H", "H", "H", "H", "H", "C", "H", "H", "C", "H", "H", "O", "H", "H", "H", "H", "O", "N", "H", "H", "O", "H", "H", "C", "N", "H", "C", "H", "H", "H", "N", "H", "H", "H", "C", "H", "H", "O", "H", "O", "H", "C", "H", "H", "H", "C", "H", "C", "O", "H", "H", "H", "H", "C", "H", "H", "O", "O", "H", "H", "H", "C", "C", "C", "H", "H", "H", "H", "H", "C", "H", "H", "N", "H"],
  "coordinates": [[5.946611, -0.580982, 1.650961], [3.764897, -1.061841, 1.927667], [-0.737849, 3.418292, 1.155154], [5.525622, 3.915061, 4.658040], [-5.994068, -0.474671, -2.234353], [7.743460, 4.606860, 3.525906], [-3.024044, 2.851682, 2.520260], [-2.450653, -3.106324, -0.723213], [8.414852, 4.006621, 4.004076], [4.253958, 0.058639, 5.736672], [5.003959, 3.027456, 0.363314], [-3.229120, 1.188718, -4.437554], [5.024867, -0.524888, 5.240905], [0.153901, -0.161051, 1.588653], [3.174504, 3.547884, -4.986092], [-5.380895, -3.437187, 1.906524], [0.382233, 3.386892, -2.207602], [1.102613, -0.469368, 2.753587], [5.336349, 5.338050, 2.652421], [4.740398, 3.721423, 1.559476], [-0.382115, -3.842084, -2.305298], [5.227301, 2.406630, 3.771108], [-2.498303, 0.770508, -0.404220], [5.948798, 0.496192, 1.448077], [-1.755949, 2.291139, -5.515409], [5.103564, 3.746063, -0.460750], [7.164269, 2.897552, 2.334151], [-3.462563, -0.178703, -3.969625], [-2.364466, -0.298318, -8.033923], [-5.987592, -0.095860, 3.705175], [6.258375, -1.831234, 3.445436], [-3.532346, 2.573393, 3.293096], [-1.893830, -3.866504, -0.320010], [-0.642121, -5.472723, -0.966668], [-6.849176, -0.037303, -2.317342], [6.741058, 3.721849, 2.923861], [-4.584108, -0.917615, 5.749253], [-6.114184, -1.331869, -2.662559], [-2.024939, -5.952824, -3.033872], [1.703858, 0.690550, -1.061026], [-3.124861, -4.653072, -2.533662], [3.459126, 2.503796, -5.147704], [-1.908241, 1.254981, -5.187214], [6.699609, 2.508204, 4.717398], [7.929176, -0.800837, 1.185276], [1.470923, 0.377954, -0.039775], [-4.865408, -2.884425, 2.511749], [0.977020, 3.181151, -3.454741], [-2.846297, 3.090892, -3.432322], [-6.573823, -1.101977, 0.663140], [-0.081611, 4.368899, -2.151843], [-2.519911, 1.696203, -2.440770], [-0.713013, -0.382523, -0.637542], [4.197831, 2.328389, 0.162497], [-2.872814, -6.015318, -1.481795], [5.983176, -0.400030, 5.756292], [4.291494, 2.385206, -4.453154], [1.204951, -2.524610, 1.609229], [-5.165797, -0.228067, 3.003539], [5.784310, 4.533168, 2.066477], [0.415668, -0.863518, 2.203677], [-2.622964, -0.633230, 1.101411], [1.808233, -0.615505, 0.253711], [-2.866066, -0.764734, -2.219769], [6.125728, -0.779735, 3.155880], [-1.992398, -2.689675, 3.841961], [1.927206, 1.149812, 0.582114], [-1.152289, 1.039351, -4.426954], [-3.709162, -0.657047, 1.198297], [-2.995678, 2.841428, 4.044724], [6.986918, -1.169017, -0.062344], [-1.263115, -4.666537, -1.362395], [-6.216183, -2.954245, 1.773714], [-2.176929, -1.352731, 4.919472], [-2.756982, 0.373021, -7.275465], [0.527555, 1.275036, -5.941317], [-0.932371, -2.978269, -2.697661], [-1.779781, 0.336227, -6.235337], [1.141182, 3.375052, -1.404094], [-1.126190, -3.349082, 0.106656], [-4.041771, 1.498941, -5.108259], [4.239851, -0.656652, 0.301732], [-7.275175, -1.704439, 0.939476], [-7.246999, -1.091951, 5.533164], [-3.941745, -1.006135, -1.076085], [-3.709190, 0.090099, -6.828706], [0.061950, 0.526065, 0.137795], [-0.420976, -1.361495, -0.228252], [-2.583127, -2.917794, 5.504163], [-3.200544, 2.082319, -3.196902], [7.041331, -1.227918, 0.946184], [1.179791, -1.763390, -2.698519], [1.554991, 1.917781, -3.551491], [1.809041, 1.617647, -6.859475], [1.352006, -3.258540, 0.272655], [2.485381, 0.588039, -4.868714], [1.307731, 1.922072, -6.030537], [-2.233623, -1.583797, 1.474996], [-4.262603, -0.258394, -3.344149], [4.739317, -1.581982, 5.283299], [1.685426, -2.679475, -2.371021], [4.737827, -2.191581, 1.030716], [-7.068956, -0.159705, 5.898998], [5.141313, -0.125950, 3.895722], [2.070184, -3.251447, -3.217829], [-3.966742, -2.099554, 4.150816], [-2.315255, 0.113242, 1.840548], [-2.363092, -5.355776, -2.187331], [-0.515886, -0.404886, -1.714087], [-5.692552, 0.759619, 4.320900], [-4.211468, 2.246570, -2.823642], [4.593044, -1.124830, 1.225559], [2.525865, -2.407978, -1.732244], [-2.197286, -0.286964, -0.337139], [0.738858, -3.362857, -1.566740], [5.969993, 2.517379, 0.448607], [7.126085, -0.384835, 3.417045], [-3.637304, -0.827257, -4.729435], [-5.109802, -2.678889, 5.815338], [5.997238, 3.091667, 4.123405], [2.354628, 1.728630, -2.812940], [3.738272, 2.381917, -6.192558], [1.695135, -3.241147, 1.175557], [-1.355530, 2.797437, 0.755575], [-0.028474, -4.484664, -3.119832], [-0.850822, 1.959860, 0.685089], [-7.708961, -1.968656, 0.122230], [-2.656991, -2.292641, 4.606822], [2.217649, 1.654431, -4.899847], [-6.195775, -1.361995, 4.526216], [-0.317028, 2.603838, -1.886372], [-7.099331, -1.707232, 6.329892], [-6.934941, 0.174426, 3.239194], [6.256235, 5.062777, 1.227193], [0.859864, 1.098670, -3.304327], [-4.885300, -1.811839, 5.188641], [-6.553980, -2.192481, 3.915962], [8.371466, 4.979045, 2.810375], [-2.952753, -1.131952, -1.255024], [-2.791834, 1.359915, -7.748025]],
  "atomic_forces_ev_per_a": [[-0.9, 0.6, 0.5], [0.3, 0.3, 0.4], [0.0, 0.1, 0.0], [0.1, -0.2, 0.4], [-0.2, -0.2, 0.0], [1.2, -0.2, -0.7], [0.1, -0.1, -0.1], [0.0, -0.4, -0.2], [-0.3, 0.0, 0.5], [0.0, 0.2, -0.2], [1.0, 0.8, 0.1], [-0.5, -0.3, 0.3], [0.4, -0.5, -0.3], [-0.3, 0.0, 0.0], [-0.1, 0.0, -0.4], [-0.2, 0.1, 0.1], [0.5, 0.0, 1.3], [-0.1, -0.1, 0.1], [-0.2, -0.2, 0.3], [-0.8, 0.0, 0.4], [0.2, -0.2, 0.5], [0.0, 0.0, 0.0], [0.1, 0.1, -0.4], [0.0, 0.2, 0.3], [0.1, 0.0, -0.2], [-0.2, -0.1, -0.1], [0.1, 0.1, -0.1], [-0.1, -0.5, -0.2], [-0.4, -0.3, 0.1], [-0.1, -0.2, 0.1], [-0.7, -0.2, -0.3], [0.0, 0.1, 0.0], [0.8, 0.1, 0.2], [0.1, 0.2, 0.4], [0.1, 0.1, 0.0], [-0.3, -0.2, 0.9], [0.5, -0.4, 0.4], [0.0, 0.0, 0.1], [0.3, 0.1, 0.0], [0.2, -0.6, -0.1], [0.2, 0.2, -0.1], [-0.5, 0.8, 0.5], [-0.6, 0.5, 0.6], [0.0, 0.2, 0.3], [0.0, 0.0, 0.2], [-0.1, 1.1, -0.5], [0.0, -0.2, 0.0], [-0.2, -0.1, -0.2], [0.1, -0.1, -0.2], [0.0, -0.1, 0.0], [-0.2, -0.1, -0.4], [-0.2, -0.2, 0.1], [-0.1, -2.1, 1.1], [0.0, 0.0, 0.1], [-0.1, -0.1, -0.2], [0.0, 0.0, 0.2], [0.0, -0.7, -0.2], [0.0, -0.1, 0.0], [-0.2, 0.0, -0.3], [-0.1, 0.0, -0.5], [0.2, -0.4, 1.1], [0.6, -0.1, 0.5], [0.0, 0.0, -0.3], [0.4, -0.4, 0.6], [1.7, -0.1, 0.3], [-0.5, -0.2, -0.3], [0.1, -0.2, 0.3], [0.3, -0.2, -0.3], [0.0, -0.1, -0.3], [0.0, 0.0, 0.0], [-0.4, 0.0, 0.0], [-0.6, 0.2, -1.5], [0.4, -0.2, 0.0], [-0.3, 0.2, -0.1], [1.0, 0.5, 0.7], [-0.1, 0.1, -0.2], [-0.1, -0.1, -0.2], [0.5, -0.4, -0.2], [0.1, 0.1, -0.1], [-0.1, -0.2, 0.5], [0.0, 0.3, 0.1], [0.1, -0.1, -0.1], [-0.3, 0.4, -0.2], [0.6, 0.1, 0.1], [-0.1, -0.1, 0.4], [-0.3, -0.1, -0.6], [-0.4, 0.8, -0.8], [0.1, -0.2, -0.6], [-0.3, -0.3, -0.2], [0.0, 0.8, -0.7], [0.4, -0.4, 0.1], [0.4, 0.1, -0.5], [0.7, -0.8, 0.0], [-0.2, 0.1, -0.2], [-0.1, -0.2, -0.1], [0.2, 0.0, 0.1], [0.0, -0.6, 0.4], [-0.1, -0.1, -0.3], [0.0, 0.5, -0.3], [0.0, 0.0, 0.1], [-0.5, 0.5, 0.6], [-0.2, 0.0, -0.1], [-0.2, 0.0, 0.0], [-0.8, 0.4, -0.3], [-0.3, -0.2, 0.0], [0.0, -0.3, 0.2], [0.2, 0.1, -0.2], [-0.4, -0.1, 0.7], [0.2, 0.6, 0.0], [0.0, -0.2, 0.2], [0.1, -0.4, 0.3], [0.1, -0.8, -0.8], [0.0, 0.0, 0.0], [-1.1, 1.1, 1.0], [0.5, -0.4, -0.2], [-0.2, -0.3, -0.2], [-0.1, 0.3, 0.1], [0.2, 0.1, -0.1], [0.4, -0.1, 0.2], [-0.2, 0.1, -1.2], [0.1, 0.6, 0.2], [0.4, 0.0, 0.1], [0.1, 0.2, 0.1], [0.1, -0.1, 0.3], [0.0, 0.1, -0.1], [-0.2, 0.4, -0.1], [0.0, -0.1, 0.0], [1.1, 0.5, 0.7], [-0.1, 0.2, -0.2], [-0.2, 0.1, 0.4], [-0.2, 0.0, -0.5], [-0.3, -0.1, -0.1], [0.2, 0.0, -0.3], [0.4, -0.2, 0.0], [-0.5, 0.2, -0.3], [-0.9, 0.9, -0.9], [0.0, 0.1, -0.2], [-0.5, 0.3, -0.2], [0.3, 0.4, -1.0], [-0.3, 0.1, 0.2]],
  "mulliken_charge": [2.6455, 0.2319, 0.3001, 0.3697, -0.6609, -0.7392, 0.2863, 0.2016, 0.2828, 0.2374, -0.2381, 0.2879, -0.9398, 0.0433, 0.3101, -0.6545, -0.3087, 0.1899, 0.3123, -0.2350, -0.5849, 0.1543, -0.0461, -0.9458, 0.4877, 0.3281, 0.1319, -0.2948, 0.2722, -0.7232, 0.4291, -0.5714, -0.5141, 0.3718, 0.2619, 0.7371, 0.3232, 0.2953, 0.4286, -0.6952, 0.2999, -1.4247, 0.1653, 0.4120, 0.2746, 0.1520, 0.3357, -0.4618, 0.4677, 0.3244, 0.3479, -0.1167, 1.0621, -0.2346, 0.3856, 0.3493, 0.3362, 0.3856, -0.2901, -0.9133, -0.5424, -1.5413, -0.2091, -0.0362, -1.2289, 0.2463, 0.3587, -0.5497, 0.1176, 0.2895, 0.2647, 0.3728, 0.3937, 0.3467, -0.7401, 0.0624, 0.0526, -0.4386, 0.2216, 0.2539, 0.3753, 0.2154, -0.6354, -0.7659, 0.4888, 0.2810, 0.5664, -0.2344, 0.3746, -1.2997, -0.8748, 0.1508, 0.6939, 0.2853, 0.4519, 0.2851, -0.6351, -0.0478, 0.1540, 0.3493, -0.6004, 0.3346, 0.3082, -0.1539, 0.3870, -0.1892, 0.4321, -1.6387, -0.3657, 0.4902, 0.4107, -1.5221, 0.1330, 0.4904, -0.3620, 0.2830, 0.4040, 0.1571, 0.3892, -1.2583, 0.2075, 0.4012, -0.7003, -0.7167, 0.5873, 0.3162, 0.2593, -0.9684, 0.3061, 0.6733, -0.0318, 0.2571, 0.3730, 0.3443, -0.5335, -0.8253, 0.0138, 0.2734, -0.1560, 0.2923]
}